Density functional theory data (the ωB97M-V functional and the def2-TZVPD basis) for an isolated ion of composition C6H6N and charge +1 in a non-equilibrium geometry.

```
13
Properties=species:S:1:pos:R:3:forces:R:3:lowdin_charge:R:1
H 2.986898 -0.046733 0.569094 1.40 -0.44 0.45 0.107
C -0.332528 -1.181087 0.022078 0.43 1.54 2.54 0.059
N 0.170701 1.652316 0.026884 0.53 0.22 0.83 0.188
C 2.207005 -0.243156 -0.106948 -2.03 1.29 -0.28 0.108
H -2.179894 -0.105091 0.895499 0.79 -1.25 -0.70 0.199
C -1.440572 -0.239513 0.011978 -1.32 2.23 1.26 -0.088
H 2.294362 -0.345029 -1.186098 0.88 -0.31 0.25 0.135
C 0.853053 -0.682533 0.460266 0.14 0.53 -1.11 -0.047
C -1.062782 1.249375 0.120423 0.27 -1.53 -2.56 0.022
H -0.587615 -2.157440 -0.196063 0.11 -2.04 -0.98 0.115
C 1.041418 0.669188 0.213147 -0.72 -1.28 -0.45 -0.095
H -1.856172 1.962202 -0.006042 -0.32 0.41 0.60 0.139
H -2.093873 -0.532493 -0.824223 -0.17 0.65 0.15 0.157
```
Positions in Å, forces in eV/Å.

Calculated values
- Frontier orbital gap: 8.57 eV
- Structure (SMILES): C1=[N+]=C2CC2=CC1
- Charge: +1
- E_HOMO: -15.050 eV
- E: -7796.9734 eV
- Spin multiplicity: 1